1.
{
  "formula": "C5H5NO",
  "method": "the ωB97M-V functional and the def2-TZVPD basis",
  "orbital_gap_ev": 11.50,
  "e_tot_ha": -323.43064,
  "smiles": "C#C[C@@H](C#N)CO",
  "e_homo_ev": -10.80,
  "symbols": ["C", "C", "C", "C", "N", "C", "O", "H", "H", "H", "H", "H"],
  "coordinates": [[1.1411, 2.0554, -0.2057], [0.8177, 0.8977, -0.2622], [0.3382, -0.4891, -0.3423], [1.2379, -1.4067, 0.3739], [1.9044, -2.1418, 0.9669], [-1.0977, -0.6032, 0.2388], [-1.9547, 0.3339, -0.3452], [1.4598, 3.0741, -0.1603], [0.3033, -0.7893, -1.3966], [-1.0442, -0.5067, 1.3325], [-1.4940, -1.5921, -0.0042], [-1.6206, 1.2142, -0.1193]]
}

***

2.
{
  "formula": "C4H17N3O3",
  "method": "the ωB97M-V functional and the def2-TZVPD basis",
  "orbital_gap_ev": [11.75, 7.24],
  "multiplicity": 2,
  "e_tot_ha": -552.27102,
  "e_homo_ev": [-14.94, -14.81],
  "total_charge": 1,
  "symbols": ["C", "C", "C", "N", "C", "N", "N", "H", "H", "H", "H", "H", "H", "H", "H", "H", "H", "H", "H", "H", "O", "H", "H", "O", "H", "H", "O"],
  "coordinates": [[-2.2805, -0.2085, 1.1917], [-1.7873, 1.2249, 0.8692], [-1.5974, 1.1781, -0.6665], [-0.5464, 0.2432, -1.1044], [0.7535, 0.4935, -1.0815], [1.2538, 1.7358, -0.8108], [1.6706, -0.5046, -1.2807], [-3.2672, -0.3809, 0.8375], [-1.7363, -0.9876, 0.6553], [-2.2705, -0.3959, 2.2724], [-2.6296, 1.8872, 1.0560], [-0.9567, 1.5718, 1.4507], [-1.4747, 2.2497, -1.0028], [-2.4969, 0.7521, -1.1465], [-0.8725, -0.7522, -1.1365], [2.0083, 1.7585, -0.1574], [0.8554, 2.6047, -1.0515], [2.6029, -0.2598, -1.5198], [1.2442, -1.5184, 1.0282], [0.9159, -1.5137, 2.5579], [0.5615, -1.4650, 1.6751], [1.8115, 0.6227, 1.5029], [2.2088, 0.4684, 2.8763], [2.6252, 0.4189, 1.9724], [-0.1615, -2.3785, -2.1870], [-0.7196, -2.5723, -0.7931], [-1.0120, -2.4164, -1.7086]]
}

***

3.
{
  "formula": "C45H43I2N8O3RuS2",
  "method": "the ωB97M-V functional and the def2-TZVPD basis",
  "orbital_gap_ev": [5.88, 4.00],
  "multiplicity": 2,
  "e_tot_ha": -3890.55499,
  "e_homo_ev": [-11.83, -11.83],
  "total_charge": 2,
  "symbols": ["Ru", "S", "C", "N", "C", "C", "N", "C", "C", "C", "C", "C", "C", "C", "C", "S", "C", "C", "C", "C", "C", "C", "C", "H", "H", "H", "H", "H", "H", "H", "H", "H", "H", "H", "H", "H", "H", "H", "H", "H", "H", "I", "C", "C", "C", "I", "C", "C", "C", "C", "N", "C", "C", "O", "H", "H", "H", "H", "C", "C", "C", "C", "C", "N", "C", "O", "N", "C", "C", "C", "C", "N", "C", "C", "C", "H", "H", "H", "H", "H", "H", "H", "H", "H", "H", "H", "H", "H", "N", "C", "N", "C", "C", "O", "C", "C", "H", "H", "H", "H", "H", "H", "H", "H"],
  "coordinates": [[-1.3023, -1.0566, -1.8617], [1.1722, 1.7564, -1.2382], [0.2162, 2.6383, -0.2255], [0.5536, 3.8863, 0.1249], [-0.3660, 4.6828, 0.9293], [-0.9400, 3.8027, 1.9945], [-1.5883, 2.6382, 1.3897], [-2.8203, 2.2110, 2.0767], [-3.9478, 3.1850, 1.8147], [-4.5071, 3.2645, 0.5401], [-5.5370, 4.1574, 0.2872], [-6.0096, 4.9799, 1.3037], [-5.4521, 4.9078, 2.5708], [-4.4170, 4.0153, 2.8248], [-1.0404, 2.0363, 0.3514], [-1.8184, 0.6099, -0.2101], [1.7848, 4.5233, -0.3582], [3.0197, 3.9366, 0.3069], [4.0621, 3.4042, -0.4389], [5.1678, 2.8500, 0.1914], [5.2380, 2.8192, 1.5786], [4.2050, 3.3612, 2.3314], [3.1045, 3.9200, 1.6955], [-1.1609, 5.1113, 0.3107], [0.1765, 5.5006, 1.3970], [-1.6817, 4.3530, 2.5678], [-0.1505, 3.4619, 2.6708], [-2.6027, 2.1692, 3.1459], [-3.0811, 1.2202, 1.7341], [-4.1359, 2.6191, -0.2504], [-5.9748, 4.2110, -0.7018], [-6.8148, 5.6763, 1.1065], [-5.8217, 5.5434, 3.3655], [-3.9872, 3.9574, 3.8204], [1.6991, 5.5803, -0.1102], [1.8521, 4.4309, -1.4417], [4.0141, 3.4324, -1.5215], [5.9775, 2.4414, -0.4016], [6.0987, 2.3859, 2.0732], [4.2627, 3.3558, 3.4135], [2.3045, 4.3544, 2.2908], [-1.5439, -4.8184, -5.4156], [-2.5069, -4.6826, -3.5787], [-3.3548, -5.6996, -3.1347], [-3.9870, -5.6083, -1.9186], [-5.2118, -7.1890, -1.3266], [-3.8047, -4.4690, -1.0871], [-4.4431, -4.2649, 0.1502], [-4.1889, -3.1238, 0.8590], [-3.2924, -2.1782, 0.3539], [-2.6775, -2.3181, -0.8090], [-2.9362, -3.4521, -1.5342], [-2.2705, -3.5443, -2.7977], [-1.4768, -2.5809, -3.1677], [-3.5107, -6.5645, -3.7652], [-5.1358, -5.0054, 0.5295], [-4.6760, -2.9378, 1.8068], [-3.0778, -1.2813, 0.9142], [-0.2108, -3.4901, 6.2272], [0.9211, -3.0532, 5.3516], [0.7806, -1.9914, 4.4454], [1.8268, -1.5665, 3.6587], [3.0784, -2.2111, 3.7534], [4.1968, -1.8295, 3.0359], [4.3461, -0.9170, 1.9804], [5.3636, -0.2811, 1.8631], [3.2959, -0.7763, 1.0916], [2.3830, -1.7239, 0.5963], [2.4168, -3.0928, 0.8511], [1.4504, -3.9048, 0.2779], [0.4774, -3.3475, -0.5314], [0.4571, -2.0381, -0.7803], [1.3785, -1.2506, -0.2372], [3.2283, -3.2837, 4.6608], [2.1743, -3.6911, 5.4340], [-1.0770, -2.8402, 6.1187], [0.0948, -3.4906, 7.2759], [-0.5121, -4.5136, 5.9858], [-0.1721, -1.4779, 4.3791], [1.6987, -0.7168, 3.0030], [5.0845, -2.0335, 3.4739], [3.4020, 0.0648, 0.5402], [3.1950, -3.5293, 1.4621], [1.4618, -4.9737, 0.4449], [-0.2790, -3.9572, -1.0081], [1.3242, -0.1979, -0.4912], [4.1893, -3.7813, 4.7422], [2.3066, -4.5142, 6.1272], [-0.3212, -0.2356, -3.3838], [0.3470, -0.2721, -4.3279], [1.1310, -0.2631, -5.3668], [2.1338, 0.7989, -5.5708], [1.8456, 1.4824, -6.8976], [1.7962, 0.5329, -7.9457], [0.7615, -0.4178, -7.7616], [0.9837, -1.2103, -6.4843], [3.1221, 0.3367, -5.6068], [2.0902, 1.5033, -4.7421], [2.6445, 2.1799, -7.1382], [0.8973, 2.0309, -6.8322], [0.7858, -1.0834, -8.6209], [-0.2140, 0.0831, -7.7230], [1.9061, -1.7871, -6.5707], [0.1527, -1.8845, -6.2863]]
}

***

4.
{
  "formula": "C6H12NOS",
  "method": "the ωB97M-V functional and the def2-TZVPD basis",
  "orbital_gap_ev": 10.43,
  "e_tot_ha": -763.67896,
  "e_homo_ev": -14.60,
  "total_charge": 1,
  "symbols": ["C", "C", "C", "C", "C", "C", "N", "O", "S", "H", "H", "H", "H", "H", "H", "H", "H", "H", "H", "H", "H"],
  "coordinates": [[-1.3533, -0.1312, 0.2302], [0.9710, 0.2849, 0.2198], [0.7467, -1.2299, 0.2937], [1.1923, 0.9984, 1.5710], [0.5305, -1.9599, -1.0856], [-0.7183, 1.9076, -0.9111], [-0.4644, 0.7140, -0.2104], [-0.5239, -1.3619, 0.8965], [-3.0297, -0.3428, 0.1695], [1.6676, 0.5195, -0.6593], [1.5033, -1.6390, 0.8888], [1.3875, 2.0276, 1.3281], [1.9474, 0.6114, 2.1542], [0.2506, 0.9024, 2.2755], [-0.1216, -1.2714, -1.6477], [0.0552, -2.9219, -0.8348], [1.4646, -2.1448, -1.5172], [-0.4601, 2.8840, -0.3761], [-1.8010, 2.0670, -1.2625], [-0.1549, 1.7563, -1.9213], [-3.0895, -1.6704, 0.3986]]
}

***

5.
{
  "formula": "C9H21N2OPRu",
  "method": "the ωB97M-V functional and the def2-TZVPD basis",
  "orbital_gap_ev": [8.76, 5.32],
  "multiplicity": 5,
  "e_tot_ha": -975.71058,
  "e_homo_ev": [-15.48, -16.82],
  "total_charge": 2,
  "symbols": ["Ru", "H", "H", "P", "C", "H", "H", "H", "C", "H", "H", "H", "C", "H", "H", "H", "C", "O", "H", "H", "C", "C", "C", "C", "N", "N", "C", "H", "H", "H", "H", "H", "H", "H", "H"],
  "coordinates": [[0.4003, -0.3413, -0.2512], [-2.5730, -0.0402, -0.5684], [-2.5179, -0.5412, -1.1344], [0.2721, -2.0839, -1.7089], [1.0529, -1.5780, -3.3009], [1.2640, -2.4464, -3.9388], [0.4179, -0.8786, -3.8650], [1.9910, -1.0559, -3.0602], [1.3355, -3.4392, -1.1209], [0.8748, -3.9089, -0.2437], [1.5206, -4.1905, -1.8957], [2.2726, -2.9675, -0.7988], [-1.2655, -2.9212, -2.3126], [-1.9497, -2.2207, -2.8040], [-1.0764, -3.7397, -3.0275], [-1.8054, -3.3409, -1.4540], [0.2523, 0.9373, -1.6130], [0.2050, 1.7411, -2.4888], [-0.7074, -1.6847, -0.0021], [1.9099, -0.8799, 0.2070], [-2.0132, 2.9148, 3.8576], [-0.9896, 2.4823, 2.8982], [0.2924, 2.9044, 2.6296], [0.8215, 2.0426, 1.6644], [-0.0846, 1.1144, 1.3509], [-1.2103, 1.4555, 2.0630], [2.1337, 2.1660, 0.9926], [-1.6780, 2.8212, 4.8933], [-2.2909, 3.9521, 3.6648], [-2.9141, 2.3135, 3.7826], [0.8339, 3.7429, 3.0460], [-2.1388, 1.0375, 2.0107], [2.1206, 3.1459, 0.4542], [2.9036, 2.1450, 1.7879], [2.3403, 1.3419, 0.2859]]
}

***

| no. | F_max (hartree/bohr) |
| --- | --- |
| 1 | 0.0221 |
| 2 | 0.0643 |
| 3 | 0.0378 |
| 4 | 0.1167 |
| 5 | 0.1724 |